Entry 1:
# C17H19F5NO15S

A cluster of 6 separate species, C17H19F5NO15S in total (ωB97M-V/def2-TZVPD, the Open Molecules 2025 dataset).

Computed properties:
- Charge: +1
- Kohn-Sham gap: 8.37 eV
- Max |F|: 2.51 eV Å⁻¹
- Molar mass: 604.4 g/mol

Last column: natural (NBO) charge in e.
CARTESIAN COORDINATES (ANGSTROEM)
C1 0.47930 -0.67274 -0.67703  -0.065
C2 -0.70718 -0.37164 -0.76873  -0.010
N1 -2.00020 0.34050 -0.76354  -0.669
S1 -3.24043 -0.59303 0.09510  0.256
H1 1.61588 -0.73032 -0.45772  0.327
H2 -2.30305 0.58782 -1.72072  0.468
H3 -1.92746 1.24179 -0.24033  0.485
H4 -3.41460 -1.78132 -0.61221  0.191
C3 3.52206 -1.78805 -3.48768  -0.138
C4 4.58922 -0.80990 -3.86156  0.442
O1 4.27085 0.32597 -3.07888  -0.470
C5 3.65785 -0.15463 -1.96692  0.974
O2 3.48963 0.48347 -0.95977  -0.601
O3 3.26354 -1.45060 -2.12694  -0.486
F1 4.50391 -0.47234 -5.16762  -0.314
H5 2.60765 -1.66007 -4.07284  0.200
H6 3.85453 -2.82065 -3.57939  0.242
H7 5.60509 -1.14133 -3.63123  0.167
C6 -5.46897 2.61613 -0.49614  -0.129
C7 -6.26784 3.03708 0.69583  0.443
O4 -7.34720 3.74851 0.12730  -0.476
C8 -7.54059 3.19581 -1.10666  0.956
O5 -8.51666 3.34984 -1.76422  -0.525
O6 -6.46933 2.43489 -1.48745  -0.487
F2 -5.55605 3.87845 1.47750  -0.321
H8 -4.76671 3.38787 -0.82503  0.199
H9 -4.91830 1.69068 -0.31918  0.178
H10 -6.65053 2.20737 1.29676  0.160
C9 3.28380 1.04322 2.67650  -0.132
C10 4.71878 0.66324 2.87679  0.444
O7 4.80966 0.47866 4.27517  -0.479
C11 3.56700 0.07946 4.67454  0.958
O8 3.33009 -0.42166 5.72662  -0.542
O9 2.62961 0.32045 3.71182  -0.489
F3 5.54488 1.67452 2.51990  -0.321
H11 3.10793 2.11333 2.81445  0.205
H12 2.90838 0.75005 1.69562  0.203
H13 5.01706 -0.25566 2.36447  0.154
C12 -4.89646 3.57363 5.94047  -0.133
C13 -4.10565 4.78736 5.56291  0.441
O10 -3.20285 4.29131 4.59172  -0.478
C14 -3.84265 3.24876 3.99737  0.979
O11 -3.50450 2.75726 2.95760  -0.607
O12 -4.91605 2.83567 4.72235  -0.477
F4 -3.39574 5.25296 6.61511  -0.315
H14 -4.40999 2.97883 6.71761  0.211
H15 -5.90667 3.81920 6.26788  0.217
H16 -4.70066 5.59677 5.13154  0.162
C15 3.53240 -7.20055 -4.92551  -0.134
C16 4.60159 -6.22291 -5.30413  0.443
O13 4.28453 -5.08447 -4.52434  -0.503
C17 3.66919 -5.56703 -3.40605  0.966
O14 3.50274 -4.93411 -2.40760  -0.573
O15 3.27620 -6.85837 -3.56676  -0.468
F5 4.51558 -5.88832 -6.61196  -0.317
H17 2.61821 -7.07229 -5.51068  0.208
H18 3.86327 -8.23524 -5.01441  0.220
H19 5.61746 -6.55448 -5.07375  0.164

Entry 2:
# C17H19IrN2OS6Si

A structure of composition C17H19IrN2OS6Si (ωB97M-V/def2-TZVPD, the Open Molecules 2025 dataset).

Computed properties:
- Kohn-Sham gap (alpha / beta): 6.45 / 6.45 eV
- ΔE to the lowest compared entry with this formula, charge and spin: 28.3 kJ/mol
- Max |F|: 0.39 eV Å⁻¹
- Molar mass: 680.1 g/mol

Last column: natural (NBO) charge in e.
CARTESIAN COORDINATES (ANGSTROEM)
Ir1 -1.64238 -0.79259 0.27336  0.474
C1 3.84501 -2.16615 -0.92653  -1.116
Si1 3.71686 -0.31738 -0.71383  1.628
C2 5.32759 0.38092 -0.06888  -1.118
C3 3.26385 0.51451 -2.32720  -1.114
C4 2.37351 0.07314 0.55734  -0.508
C5 2.62545 0.79117 1.72154  -0.118
C6 1.61797 1.09644 2.63484  -0.282
C7 0.33360 0.67386 2.36725  0.071
N1 0.06696 -0.02756 1.26276  -0.498
C8 1.04476 -0.32524 0.38384  0.091
S1 0.28732 -1.21395 -0.91453  0.010
H1 4.61458 -2.41465 -1.66088  0.241
H2 2.90190 -2.59595 -1.26756  0.254
H3 4.11000 -2.64908 0.01616  0.244
H4 6.12852 0.17540 -0.78238  0.246
H5 5.61395 -0.06997 0.88360  0.240
H6 5.27899 1.46363 0.06548  0.238
H7 4.02893 0.32618 -3.08381  0.241
H8 3.17792 1.59563 -2.19757  0.236
H9 2.31402 0.13814 -2.71149  0.247
H10 3.63437 1.12990 1.92744  0.219
H11 1.82640 1.65624 3.53487  0.229
H12 -0.50587 0.88741 3.01352  0.228
O1 -3.00581 1.18639 2.30326  -0.720
C9 -3.67355 1.56284 1.11349  -0.118
C10 -2.73009 2.06593 0.04264  0.224
C11 -2.78515 3.40219 -0.33001  -0.237
C12 -1.96718 3.87681 -1.33970  -0.139
C13 -1.11570 2.98459 -1.96849  -0.251
C14 -1.10577 1.67000 -1.54660  0.062
N2 -1.87920 1.21202 -0.55410  -0.464
H13 -2.91314 0.22326 2.32220  0.482
H14 -4.36261 2.36786 1.36816  0.188
H15 -4.25913 0.73173 0.71198  0.214
H16 -3.47605 4.06088 0.17710  0.228
H17 -2.00166 4.91838 -1.63059  0.226
H18 -0.45935 3.28576 -2.77232  0.232
H19 -0.45259 0.94187 -2.00530  0.232
S2 -5.30046 -6.99562 0.09717  -0.052
C15 -4.53469 -5.55379 0.19870  -0.566
S3 -4.89953 -4.20447 -0.82904  0.471
C16 -3.67429 -3.12209 -0.21680  -0.435
C17 -2.92089 -3.59104 0.80245  -0.443
S4 -1.71385 -2.61857 1.56638  0.019
S5 -3.28509 -5.20882 1.34965  0.474
S6 -3.46845 -1.52618 -0.84757  -0.008

Entry 3:
# C17H19IrN6O7S2

A structure of composition C17H19IrN6O7S2 (ωB97M-V/def2-TZVPD, the Open Molecules 2025 dataset).

Computed properties:
- Charge: +3
- Kohn-Sham gap (alpha / beta): 8.00 / 4.64 eV
- ΔE to the lowest compared entry with this formula, charge and spin: 42.8 kJ/mol
- Max |F|: 3.64 eV Å⁻¹
- Spin multiplicity: 6
- Molar mass: 675.7 g/mol
- <S²>: 8.80

Last column: Mulliken charge in e.
CARTESIAN COORDINATES (ANGSTROEM)
Ir1 0.68298 -0.13026 0.89025  1.568
C1 4.77313 1.10618 -0.87669  -1.686
C2 3.66976 0.40503 -0.21506  0.687
N1 2.56373 0.94842 0.05917  0.060
N2 2.36639 2.30144 -0.14293  -0.402
C3 1.43725 2.95614 0.62017  0.580
N3 1.38547 4.24695 0.63701  -0.280
S1 0.24313 2.09136 1.54919  -0.405
C4 3.82981 -0.96035 0.31528  0.745
C5 5.01478 -1.67404 0.25102  -0.733
C6 5.09600 -2.96022 0.79998  -0.384
C7 3.92176 -3.54049 1.30355  -0.921
C8 2.78299 -2.77156 1.26936  -0.053
N4 2.71024 -1.45289 0.91394  -0.014
H1 5.22315 0.43514 -1.65725  0.416
H2 5.62233 1.31882 -0.22030  0.417
H3 4.54478 1.99327 -1.44599  0.504
H4 3.11293 2.82025 -0.50234  0.163
H5 2.07384 4.73978 0.05129  0.242
H6 0.57285 4.70949 0.94567  0.265
H7 5.94557 -1.27209 -0.12574  0.341
H8 6.04960 -3.48201 0.84229  0.459
H9 3.98459 -4.55540 1.61634  0.457
H10 1.87997 -3.24843 1.60854  0.533
O1 -1.78262 -0.12780 0.58596  -0.891
C9 -1.52941 0.28321 -0.57054  0.724
O2 -0.34943 0.39205 -1.04986  -0.818
C10 -2.65914 0.84443 -1.51317  0.244
C11 -2.39177 1.48678 -2.69109  -0.508
C12 -3.56122 1.91771 -3.36906  0.613
C13 -4.89117 1.79836 -3.04398  -0.886
C14 -5.04090 1.08114 -1.87650  0.204
C15 -3.95651 0.59104 -1.13694  -0.343
N5 -6.46039 0.88109 -1.44882  0.940
O3 -6.51291 0.77034 -0.24311  -0.518
O4 -7.33810 0.85894 -2.25886  -0.481
N6 -3.26491 2.96107 -4.39789  0.844
O5 -2.58860 2.40588 -5.25245  -0.329
O6 -3.77650 4.07437 -4.37925  -0.394
H11 -1.37107 1.66550 -2.97252  0.583
H12 -5.67709 2.28979 -3.54454  0.600
H13 -4.14582 0.07881 -0.18433  0.545
C16 -0.25500 -3.03947 4.12341  -1.097
S2 -1.04227 -1.86789 2.93530  0.687
C17 -2.41063 -2.79068 2.32564  -0.838
O7 -0.02242 -2.00776 1.77021  -0.602
H14 -0.94035 -3.11083 4.97761  0.457
H15 0.73815 -2.60534 4.39007  0.356
H16 -0.15735 -4.00896 3.71945  0.374
H17 -3.15216 -2.77730 3.10653  0.480
H18 -2.12601 -3.80202 2.09845  0.372
H19 -2.82144 -2.26698 1.41354  0.128